C2H5NOS in the gas phase in a non-equilibrium geometry. Source: the Open Molecules 2025 dataset; level of theory: ωB97M-V/def2-TZVPD.

The geometry in XYZ format:
```
10
Properties=species:S:1:pos:R:3:forces:R:3
C 1.4715 1.1565 -0.4093 -2.4314 1.0618 0.7311
C -1.3777 -0.2479 -0.1234 0.7413 -0.7057 -0.1510
N 1.0573 0.7110 0.8385 -0.0156 0.0165 -0.9671
O 0.6326 1.6877 -1.1410 2.4205 -0.9981 0.0390
S -0.6183 0.9459 1.0038 -0.5417 -0.4781 2.0204
H 2.5183 1.0382 -0.5546 1.1096 -0.0017 -0.6969
H -0.8965 -1.3196 -0.0471 -1.4941 1.9468 0.3124
H -1.0665 0.1300 -1.1152 -0.8801 -0.3005 0.2428
H -2.4969 -0.0960 0.1268 1.8334 -0.7819 -0.6974
H 1.6791 0.3431 1.5750 -0.7418 0.2410 -0.8333
```
Forces are in eV/Å.

Computed properties:
* relative energy (zero: lowest compared OMol25 entry of this formula, charge and spin): 1.512 eV
* SMILES string: CSNC=O
* F_max: 0.0535 Eh/bohr
* E_HOMO: -0.316 Eh
* orbital gap: 9.31 eV
* calculated total energy: -607.351270 Eh

These are the Mulliken partial charges, in e, on atoms 1 to 4: atom 1 (C): 0.13, atom 2 (C): -0.67, atom 3 (N): -0.20, atom 4 (O): -0.56